9
Properties=species:S:1:pos:R:3:forces:R:3 method="wB97M-V/def2-TZVPD" gap_ev=10.6 homo_energy_ev=-9.7 e_above_lowest_kj_mol=75.5
C 0.8463 -0.0016 -1.0228 0.41 -0.89 1.93
C 0.9882 -1.3117 -0.8588 1.64 3.09 2.36
Cl 1.8689 -1.9245 0.4781 0.24 -0.35 0.83
H 1.1493 0.6862 -0.1767 -0.43 -0.64 -1.57
H 0.3465 0.2344 -1.9135 -0.57 1.16 -0.96
H 0.7745 -2.0739 -1.4674 -1.20 -2.37 -2.65
S -2.8668 -0.3903 -0.1108 0.24 1.04 -0.75
H -2.7676 -1.5334 0.4952 0.09 -1.08 0.59
H -1.6210 -0.4994 -0.6356 -0.42 0.04 0.22

65
Properties=species:S:1:pos:R:3:forces:R:3 method="wB97M-V/def2-TZVPD" charge=-2 spin_multiplicity=2 s2=0.782 gap_ev="5.7 / 5.2" homo_energy_ev="-3.0 / -2.9" e_above_lowest_kj_mol=144.4
Ir -0.7281 -0.3126 -0.6147 -0.25 4.05 0.79
C -2.2533 -3.4284 1.3254 0.03 0.17 0.14
S -2.2967 -2.7245 -0.2899 -0.09 -0.30 -0.95
O -2.5214 -1.2341 -0.0711 0.16 -0.31 -0.15
O -3.4119 -3.3452 -0.9652 -0.16 0.12 0.22
O -0.9993 -2.9300 -0.9329 -0.33 -0.33 0.65
H -3.1273 -3.0627 1.8616 0.01 -0.09 0.00
H -1.3392 -3.1023 1.8128 -0.05 0.02 0.05
H -2.2860 -4.5099 1.2087 0.04 0.03 -0.01
N 3.1079 1.3022 -0.8423 0.04 -0.05 0.02
C 1.7941 1.3331 -0.5295 -0.02 0.30 -0.45
N 1.1504 0.3284 -1.0514 0.08 -0.46 -0.06
C 2.1075 -0.4889 -1.6508 -0.18 0.00 -0.02
C 1.9772 -1.7351 -2.2519 -0.01 -0.13 0.06
C 3.1345 -2.3280 -2.7296 0.00 0.03 0.02
C 4.3837 -1.6981 -2.6243 -0.02 0.02 0.02
C 4.5148 -0.4580 -2.0210 0.03 -0.01 -0.01
C 3.3541 0.1233 -1.5279 0.03 0.11 0.02
H 3.7866 1.9549 -0.5009 0.00 -0.01 0.05
H 1.3268 2.1447 -0.0094 0.07 -0.10 0.18
H 1.0088 -2.2191 -2.3034 0.01 0.04 -0.03
H 3.0763 -3.3073 -3.1884 -0.01 0.01 0.00
H 5.2652 -2.1987 -3.0069 -0.01 0.01 0.00
H 5.4812 0.0222 -1.9201 -0.02 -0.01 0.00
Cl -1.2553 -0.5820 -2.8425 0.22 -0.60 -0.56
C 4.0661 -2.1061 1.0895 -0.03 0.05 0.00
S 4.8592 -3.6268 1.6765 -0.02 -0.01 -0.04
C 3.7547 -4.9020 1.2572 0.21 0.07 0.13
C 2.3774 -4.9154 1.3254 -0.31 0.06 -0.06
S 1.3606 -3.6946 1.8701 0.34 -0.40 0.20
S 1.6693 -6.4610 0.8176 -0.08 0.05 0.11
C 3.1083 -7.3764 0.6871 -0.06 0.00 -0.15
S 3.1726 -8.9928 0.3945 0.06 -0.12 -0.04
S 4.5291 -6.3966 0.8240 0.09 0.04 0.04
H 4.8871 -1.4164 0.8913 0.00 -0.05 -0.04
H 3.3950 -1.6779 1.8251 -0.03 -0.02 -0.01
H 3.5258 -2.3064 0.1656 0.03 0.02 0.00
O -0.4342 0.6820 1.3391 0.43 -0.74 -0.20
S 0.5780 -0.2838 1.9372 0.33 -0.63 0.10
O 1.9413 0.2136 1.7358 -0.03 0.07 0.10
O 0.3436 -1.5277 1.0778 0.06 0.28 -0.25
O 0.3300 -0.5855 3.3382 -0.35 0.14 -0.11
O 0.0232 3.0600 -1.6016 -0.19 -0.05 -0.09
C -1.1150 2.7353 -1.2739 0.14 0.18 -0.13
O -1.6373 1.6195 -0.9867 0.18 -1.39 0.23
C -2.1406 3.8517 -1.1470 -0.07 -0.15 0.14
C -2.5862 4.2124 0.1193 -0.02 -0.06 0.13
C -3.5182 5.2256 0.2392 0.07 0.05 -0.02
C -4.0327 5.8841 -0.8577 -0.28 0.30 0.03
C -3.5714 5.5052 -2.0998 -0.03 0.02 0.01
C -2.6318 4.5045 -2.2654 0.08 -0.01 -0.19
N -4.1035 6.2088 -3.2878 0.05 -0.07 0.07
O -4.9274 7.0865 -3.1106 -0.02 0.01 0.07
O -3.6857 5.8764 -4.3771 0.04 -0.03 0.00
N -3.9726 5.6458 1.5841 0.01 -0.01 -0.12
O -4.8593 6.4781 1.6479 -0.01 0.01 -0.05
O -3.4302 5.1486 2.5457 0.04 -0.05 0.00
H -2.2195 3.7031 1.0012 0.00 -0.05 -0.05
H -4.7641 6.6684 -0.7507 0.00 0.00 0.02
H -2.2963 4.2377 -3.2578 0.03 -0.02 0.03
Cl -3.5457 -0.7055 5.5160 0.05 0.06 -0.02
C -2.5358 0.1334 4.2878 -0.01 -0.03 -0.15
Cl -2.9858 -0.2772 2.6451 -0.33 -0.02 0.17
H -1.5040 -0.1699 4.4146 0.06 -0.02 0.08
H -2.6745 1.1972 4.4292 -0.01 0.03 0.08

219
Properties=species:S:1:pos:R:3:forces:R:3 method="wB97M-V/def2-TZVPD" gap_ev=9.7 homo_energy_ev=-9.8 e_above_lowest_kj_mol=0.0
O -5.0777 1.6283 -1.3329 0.00 0.71 -0.68
C -5.4545 1.0460 -0.3508 -0.38 -0.66 0.39
O -4.6195 0.2448 0.3327 -0.46 -0.63 0.40
C -3.3177 0.0380 -0.2646 -0.15 0.38 0.85
C -3.3447 -0.9359 -1.4112 1.34 0.15 0.02
C -6.8983 1.0635 0.1466 1.25 -0.14 -0.49
H -2.6682 -0.3788 0.5234 -0.45 0.31 -0.09
H -2.9854 1.0420 -0.4987 0.49 -0.04 -0.53
H -4.0981 -0.7338 -2.1354 -0.84 0.13 -0.37
H -3.4003 -1.9571 -1.0339 -0.17 0.06 -0.21
H -2.3846 -0.8032 -1.9494 -0.25 -0.31 0.24
H -7.0565 1.9681 0.7002 -0.03 0.48 0.36
H -7.0853 0.2116 0.7767 -0.19 -0.32 0.19
H -7.5180 1.0917 -0.7424 -0.19 -0.15 -0.02
O -0.2112 0.3642 5.9116 -0.30 -0.06 -0.79
C -0.1951 -0.1404 6.9981 -0.56 -0.10 0.91
O -1.2712 -0.6707 7.6117 0.06 0.02 -0.97
C -2.4550 -0.7579 6.7529 0.07 -0.22 1.39
C -3.4675 -1.5601 7.5499 0.09 0.12 -0.70
C 0.9902 -0.2020 7.8710 1.65 0.61 -0.06
H -2.1786 -1.2501 5.8322 0.02 0.09 -0.36
H -2.8149 0.2561 6.6092 0.03 0.09 -0.41
H -3.0373 -2.5118 7.8526 -0.02 -0.10 -0.03
H -4.3097 -1.7475 6.8696 -0.05 0.00 0.47
H -3.7697 -1.0141 8.4416 -0.20 -0.04 -0.06
H 1.7172 0.6065 7.5830 -0.54 -0.97 0.15
H 1.4582 -1.1944 7.8224 0.01 0.27 -0.20
H 0.7188 -0.0649 8.8982 -0.27 0.10 0.59
O 0.4305 1.9434 1.2395 -0.09 0.11 -0.10
C 0.1280 0.7699 1.2555 0.68 0.06 -0.70
O 0.2478 -0.0217 0.1812 -0.23 -0.58 0.14
C 0.6374 0.5682 -1.0618 0.54 1.57 0.66
C 0.8365 -0.4611 -2.0907 0.15 -1.80 0.60
C -0.3689 0.0585 2.4488 -0.49 0.24 -0.01
H 1.5660 1.1614 -0.8989 -0.42 -0.37 0.03
H -0.1188 1.2900 -1.3488 -0.29 0.03 -0.08
H -0.0705 -1.0229 -2.3019 -0.22 -0.06 0.25
H 1.5865 -1.2126 -1.7433 -0.30 0.52 -0.52
H 1.0859 -0.0006 -3.0144 0.62 0.34 -0.85
H 0.0673 0.5828 3.2853 -0.04 -0.30 0.56
H -0.2484 -1.0157 2.4425 0.44 -0.04 -0.05
H -1.4450 0.2072 2.4543 -0.35 0.16 0.25
O -6.0557 -1.4602 2.8255 -3.01 -1.35 -1.08
C -5.1056 -0.8741 3.1826 1.44 1.40 1.43
O -3.8865 -1.3383 2.9737 0.87 -0.48 -0.27
C -3.8047 -2.5665 2.1757 -0.10 1.26 0.12
C -4.0051 -3.8475 2.9263 -0.23 -0.31 -0.65
C -5.1455 0.3936 3.9961 0.41 -0.09 0.52
H -2.8376 -2.4086 1.7528 0.93 -0.56 -0.19
H -4.5130 -2.5417 1.3455 -0.13 0.32 0.16
H -5.0681 -4.0679 2.9547 -0.07 -0.18 0.07
H -3.6171 -3.9011 3.9244 0.43 0.32 0.46
H -3.4960 -4.5999 2.3177 -0.18 -0.27 0.18
H -6.1549 0.6780 4.1666 -1.03 -0.11 0.16
H -4.7455 1.2508 3.4902 0.66 0.20 -0.44
H -4.6674 0.2896 4.9834 0.07 -0.15 -0.47
O -4.2586 -6.1332 -1.0154 0.59 0.26 -0.22
C -3.9735 -5.7388 -2.1156 0.49 0.35 -0.94
O -2.6863 -5.3612 -2.5396 -1.22 -1.04 1.79
C -1.7361 -5.4821 -1.4272 -0.15 -0.49 -0.21
C -1.9155 -4.3465 -0.4872 1.27 0.59 1.36
C -4.9748 -5.7013 -3.2433 -0.03 -0.67 -0.06
H -0.7251 -5.4737 -1.8460 -0.37 0.02 -0.35
H -1.8684 -6.4226 -0.8575 -0.14 0.24 -0.70
H -2.8103 -4.4068 0.1352 0.02 0.04 -0.35
H -1.8258 -3.4002 -0.9964 -0.32 0.36 -0.30
H -1.0383 -4.3167 0.2025 -0.55 -0.17 -0.15
H -4.7898 -4.9809 -4.0299 0.31 0.09 -0.01
H -5.9918 -5.5815 -2.8663 0.24 0.04 0.18
H -4.9222 -6.7160 -3.6765 -0.04 0.41 -0.07
O 2.9685 0.1967 3.6051 -0.58 0.68 0.60
C 3.3632 0.1509 2.4777 1.58 -1.61 -0.88
O 3.9023 1.1513 1.7688 -0.38 -0.81 0.42
C 3.9952 2.3874 2.4586 0.23 1.05 -0.24
C 5.0070 2.4617 3.5978 -0.43 1.06 -0.40
C 3.4416 -1.1561 1.7032 -1.52 0.19 -0.58
H 3.0119 2.6817 2.8037 -0.22 0.01 0.04
H 4.2710 3.0675 1.6444 0.02 0.03 0.28
H 4.5600 2.2963 4.5711 0.01 -0.35 0.06
H 5.3179 3.5200 3.5846 0.21 -0.42 0.23
H 5.8667 1.8287 3.4327 0.23 -0.18 -0.05
H 2.6041 -1.0856 0.9800 0.22 -0.17 0.10
H 3.1718 -2.0045 2.3394 0.37 0.28 -0.03
H 4.3287 -1.3293 1.0932 0.17 0.23 0.40
C -0.3502 3.3691 5.4435 0.31 -0.34 -0.45
C -0.2170 3.6087 6.9445 -0.67 -0.33 -0.38
C 0.9872 4.4870 7.0692 0.71 0.30 1.46
S 2.2471 3.7820 5.9783 0.61 0.13 1.77
O 3.1087 2.8800 6.7309 -0.83 0.05 -0.34
O 2.9217 4.7810 5.2034 0.02 0.69 -0.41
C 1.0624 2.9592 5.0116 -0.02 -1.39 -1.54
H -0.6744 4.2695 4.9044 0.11 -0.06 0.27
H -1.0467 2.5625 5.2055 0.07 0.09 0.02
H -0.0616 2.6537 7.4713 -0.09 0.28 -0.16
H -1.1226 4.0822 7.3250 0.12 0.00 0.23
H 1.3028 4.6063 8.1128 0.45 -0.31 -0.33
H 0.7969 5.4810 6.7336 -0.21 0.76 -0.61
H 1.2294 1.8907 5.2069 -0.18 0.23 -0.10
H 1.3477 3.1436 3.9605 -0.45 -0.01 0.42
C 2.8377 -5.8290 0.5669 1.02 -0.37 0.21
C 3.4186 -4.4031 0.6795 -0.32 -1.12 0.07
C 3.7243 -3.9707 -0.7460 0.96 0.80 -0.38
S 2.6837 -4.9398 -1.9151 1.52 0.56 -0.08
O 3.4088 -5.9655 -2.6378 0.10 0.74 0.41
O 1.8460 -4.0309 -2.6557 -0.27 -0.12 0.17
C 1.9101 -5.7116 -0.5804 -2.77 -0.83 -0.57
H 2.2955 -6.0721 1.4836 0.12 -0.24 -0.13
H 3.5811 -6.6204 0.3352 -0.21 0.51 0.37
H 4.3223 -4.3875 1.2849 -0.01 0.14 0.12
H 2.6113 -3.8694 1.1827 0.27 0.59 -0.29
H 4.7676 -4.2269 -0.9632 -0.17 0.09 -0.19
H 3.5917 -2.8848 -0.8841 -0.10 -0.49 -0.30
H 1.5179 -6.6386 -1.0123 -0.09 -0.01 0.39
H 1.0785 -5.0324 -0.3577 -0.08 -0.19 0.23
C -4.0304 2.0566 -5.4347 -0.73 0.11 1.73
C -3.6678 3.5425 -5.2573 0.01 -0.55 -0.24
C -2.1739 3.4819 -4.9622 0.57 2.19 -0.54
S -1.8165 2.1926 -3.8550 -0.62 -1.27 -1.63
O -1.7628 2.6782 -2.5155 -0.16 0.35 1.32
O -0.6922 1.4137 -4.3200 0.24 -0.02 -0.04
C -3.3757 1.3529 -4.1969 -0.26 0.00 0.17
H -3.7827 1.6450 -6.4026 0.45 -0.12 -0.10
H -5.1151 2.0108 -5.3176 0.01 -0.46 -0.13
H -4.2918 3.9753 -4.4528 0.59 -0.17 -0.18
H -3.9034 4.0908 -6.1790 0.32 0.02 0.29
H -1.7026 4.3902 -4.5684 -0.26 -0.13 -0.02
H -1.6197 3.2374 -5.8632 -0.05 -0.13 -0.27
H -3.9138 1.5847 -3.2724 -0.42 -0.06 -0.23
H -3.2434 0.2692 -4.2271 0.14 0.18 -0.28
C 2.4131 3.9977 -1.1554 0.58 -0.64 -0.37
C 3.2788 4.8328 -2.0777 -0.27 1.41 -0.32
C 2.3325 5.9286 -2.6110 1.63 1.42 0.63
S 0.7150 5.3022 -2.6238 -1.51 0.64 -0.74
O 0.2381 5.1961 -3.9844 0.33 -0.34 -0.25
O -0.1478 6.0357 -1.7391 0.15 0.12 0.63
C 1.1431 3.7645 -1.9497 -0.48 -2.03 0.39
H 2.2334 4.5147 -0.2315 -0.19 0.18 0.55
H 2.9597 3.0723 -0.9595 -0.43 -0.07 0.29
H 3.5914 4.2853 -2.9485 0.57 -0.66 -0.12
H 4.1341 5.3203 -1.5735 -0.30 -0.51 -0.35
H 2.5910 6.3921 -3.5551 -0.02 -0.40 -0.43
H 2.3917 6.7619 -1.9167 -0.48 0.11 0.29
H 1.3557 3.0820 -2.7793 0.12 0.16 -0.20
H 0.2778 3.2724 -1.4700 0.43 0.74 0.17
C 5.9752 -0.0566 -1.2682 -1.09 0.26 1.89
C 4.6115 0.6685 -1.3541 -0.86 0.02 -0.56
C 4.2778 0.7361 -2.8382 -1.64 -1.08 -0.39
S 5.7512 1.1525 -3.7238 0.13 0.19 0.86
O 5.9961 2.5896 -3.7029 -0.41 -0.65 -0.04
O 5.9121 0.4330 -4.9618 -0.23 0.14 -0.04
C 6.7669 0.4146 -2.4473 1.82 0.71 -0.16
H 5.7880 -1.1304 -1.1979 0.13 -0.05 -0.59
H 6.4547 0.1766 -0.2848 -0.13 0.02 -0.90
H 4.5682 1.6643 -0.9312 0.58 0.24 0.24
H 3.7471 0.1549 -0.9040 0.61 -0.12 0.18
H 3.3895 1.3017 -3.1221 0.39 0.51 0.09
H 3.9486 -0.2819 -3.1496 0.65 0.45 -0.16
H 7.4116 1.2640 -2.1418 -0.08 -0.62 -0.25
H 7.3490 -0.3463 -2.9537 0.24 -0.10 0.10
C 0.7158 -2.6629 -5.6976 -0.29 0.12 -0.03
C -0.6493 -2.1339 -5.1791 1.31 0.08 0.46
C -1.4666 -3.3831 -5.0147 -1.13 0.46 1.95
S -1.1470 -4.4878 -6.2781 0.44 -1.52 -2.28
O -2.2114 -4.5378 -7.2612 0.30 0.81 0.18
O -0.7395 -5.7735 -5.7851 0.26 -0.28 0.73
C 0.3084 -3.5993 -6.8161 0.52 0.44 -1.16
H 1.2999 -3.1688 -4.9132 -0.49 0.02 -0.11
H 1.3806 -1.9262 -6.1376 -0.17 0.47 0.18
H -1.1009 -1.3893 -5.8111 -0.09 0.14 -0.63
H -0.5161 -1.6538 -4.2192 -0.05 0.12 0.23
H -2.5392 -3.2412 -4.9172 -0.10 0.02 -0.02
H -1.1122 -3.9239 -4.1400 -0.09 0.03 0.27
H 0.0349 -2.9868 -7.6889 -0.17 -0.22 0.21
H 1.1361 -4.2249 -7.1276 -0.23 -0.60 0.01
C 4.0386 3.1206 -6.3814 -0.79 0.79 -0.29
C 2.7257 3.9724 -6.5231 0.75 -1.02 -0.98
C 1.6132 3.1138 -5.9529 0.09 -0.36 0.10
S 2.0810 1.3893 -6.1970 0.13 -0.32 0.08
O 1.2524 0.7359 -7.1756 -0.35 0.04 -0.08
O 2.2539 0.7326 -4.9153 0.13 0.28 -0.21
C 3.6252 1.7800 -6.9454 1.12 -0.19 -0.40
H 4.4489 3.0836 -5.3639 -0.41 -0.10 -0.17
H 4.8216 3.5455 -6.9947 0.22 0.13 -0.15
H 2.5355 4.1262 -7.5899 0.16 -0.01 -0.01
H 2.8400 4.9480 -6.1049 -0.27 0.57 0.65
H 0.6238 3.1609 -6.3904 -0.10 0.51 0.07
H 1.6089 3.2554 -4.8947 -0.54 -0.02 0.68
H 3.4033 1.8772 -8.0165 0.03 -0.03 0.22
H 4.4010 1.0281 -6.8104 -0.32 -0.30 0.17
C -1.7437 4.4699 1.4670 -0.31 0.04 -0.20
C -2.3099 4.0240 0.1045 2.08 0.25 -0.23
C -3.7474 4.3780 0.1482 -2.14 -0.17 -0.24
S -4.3761 4.1656 1.8283 -0.58 -0.33 -0.41
O -5.1412 2.9364 1.9922 0.37 0.33 -0.24
O -5.0131 5.3808 2.2861 0.51 -0.12 -0.06
C -2.7609 3.9207 2.4353 1.25 -0.47 2.17
H -1.7479 5.5720 1.4733 0.18 -0.30 0.21
H -0.7491 4.0755 1.7389 -0.39 0.24 -0.46
H -2.1042 2.9657 -0.0911 -0.20 0.18 0.14
H -1.7756 4.6119 -0.6660 -0.49 -0.48 0.10
H -4.4320 3.7422 -0.4586 0.55 0.83 -0.05
H -3.8750 5.4585 0.0516 -0.22 -0.12 -0.62
H -2.6105 2.8432 2.5591 -0.19 -0.05 -0.30
H -2.6373 4.3136 3.4386 -0.31 0.31 0.22
C 2.5315 -4.1720 4.7871 0.05 -1.33 1.13
C 1.5832 -5.3932 5.0059 1.04 0.18 0.12
C 0.4173 -5.2394 4.0729 -1.20 0.15 -0.67
S 0.2426 -3.4934 3.7230 -0.36 1.42 -0.33
O -1.0084 -2.8895 4.1711 0.99 -0.78 -0.14
O 0.6205 -3.2874 2.3274 -0.16 -0.27 0.41
C 1.6133 -3.0169 4.7534 -0.40 2.23 0.13
H 3.1232 -4.2942 3.8917 -0.06 0.08 -0.57
H 3.2712 -4.0947 5.5972 -0.35 -0.01 -0.10
H 1.2630 -5.4334 6.0376 -0.12 0.10 0.30
H 2.1433 -6.2935 4.8080 -0.04 -0.48 -0.07
H -0.5807 -5.6088 4.3806 0.74 -0.05 -0.10
H 0.6679 -5.5308 3.0578 -0.13 -0.76 -0.03
H 1.1074 -2.7958 5.7106 0.51 -0.19 -0.11
H 2.0818 -2.0823 4.3870 -0.51 -0.29 0.07

Number 1: E_tot -25511.476 eV. Number 2: E_tot -169845.923 eV. Number 3: E_tot -223107.132 eV.